a.
# C2H6O2

A 2-piece molecular cluster, C2H6O2 overall (ωB97M-V/def2-TZVPD, the Open Molecules 2025 dataset).

```
! RIJCOSX wB97M-V def2-TZVPD def2/J DEFGRID3
* xyz 0 1
C 2.7213 0.1319 -0.8180
C 2.5614 1.0438 0.1132
O 1.2808 1.4586 0.4646
H 3.5644 -0.3159 -1.3193
H 1.7802 -0.2419 -1.2081
H 3.2863 1.6226 0.6673
H 1.3372 1.7511 1.3755
O -5.2814 -2.0365 0.5283
H -5.6731 -2.2915 -0.3101
H -5.5772 -1.1222 0.5066
*
```

SMILES ... C=CO.O
LUMO level ... 0.96 eV
E_HOMO ... -9.267 eV
Gap between HOMO and LUMO ... 10.22 eV

---

b.
# C2H6O2

A 2-piece molecular cluster, C2H6O2 overall (ωB97M-V/def2-TZVPD, the Open Molecules 2025 dataset).

```
! RIJCOSX wB97M-V def2-TZVPD def2/J DEFGRID3
* xyz 0 1
O -4.4498 3.1345 2.0797
C -3.5590 2.7631 1.3757
O -3.7308 1.9247 0.3245
H -2.5238 3.0911 1.5185
H -4.6437 2.0978 0.0877
C 3.7869 -2.6145 -1.0634
H 4.0689 -2.3567 -0.0471
H 2.9774 -1.9181 -1.2900
H 4.5125 -2.4471 -1.8601
H 3.5615 -3.6749 -1.1255
*
```

SMILES ... O=CO.C
LUMO level ... 0.86 eV
E_HOMO ... -11.109 eV
Gap between HOMO and LUMO ... 11.97 eV

---

c.
# C2H6O2

One molecule with the formula C2H6O2 (ωB97M-V/def2-TZVPD, the Open Molecules 2025 dataset).

```
! RIJCOSX wB97M-V def2-TZVPD def2/J DEFGRID3
* xyz 0 1
O 1.0659 1.0433 0.0850
C 0.3773 -0.0148 -0.7084
C -0.6269 -0.5973 0.1913
O -1.4925 0.4242 0.6815
H 1.7210 0.4666 0.6189
H 0.0165 0.5311 -1.5130
H 1.0813 -0.7867 -0.9949
H -0.0385 -0.9096 1.1166
H -1.2401 -1.3419 -0.2464
H -0.8640 1.1851 0.7696
*
```

SMILES ... OCCO
LUMO level ... 0.80 eV
E_HOMO ... -10.174 eV
Gap between HOMO and LUMO ... 10.98 eV

---

The winner here is b, beating the second structure by 0.752 eV.

---

a.
# C5H13NO

A 2-piece molecular cluster, C5H13NO overall (ωB97M-V/def2-TZVPD, the Open Molecules 2025 dataset).

```
! RIJCOSX wB97M-V def2-TZVPD def2/J DEFGRID3
* xyz -1 2
C -0.1105 1.7090 1.9680
N 0.6195 0.6232 1.3958
C 0.3200 0.3985 -0.0344
C 0.7174 1.4190 -0.9235
C 0.4274 1.3177 -2.3879
C -0.0053 -0.9701 -0.3702
H 0.1997 1.9935 3.0074
H 0.0005 2.6689 1.4425
H -1.2155 1.4728 1.8643
H 0.9187 -0.1483 1.9306
H 1.1446 2.3224 -0.5794
H 0.3234 0.3481 -2.7939
H -0.5751 1.8287 -2.6135
H 0.9866 1.9170 -3.0622
H -0.0493 -1.6159 0.5104
H 0.7780 -1.5040 -0.9170
H -1.0379 -1.2282 -0.7577
H -1.2914 -3.4495 0.8474
H -0.6205 -4.7603 0.9183
O -1.5303 -4.3424 0.5550
*
```

LUMO level (spin up / spin down) ... 3.62 / 3.49 eV
E_HOMO (spin up / spin down) ... 0.890 / -4.491 eV
Gap between HOMO and LUMO (spin up / spin down) ... 2.73 / 7.98 eV

---

b.
# C5H13NO

A 2-piece molecular cluster, C5H13NO overall (ωB97M-V/def2-TZVPD, the Open Molecules 2025 dataset).

```
! RIJCOSX wB97M-V def2-TZVPD def2/J DEFGRID3
* xyz -1 2
C 1.0281 0.5028 -0.8301
N 0.5159 -0.5976 0.0055
C -0.9344 -0.8132 -0.1198
C 0.8023 -0.2399 1.4237
C 1.9683 0.7460 1.4331
C 1.6502 1.5713 0.1815
H 0.1731 0.8736 -1.3920
H 1.8494 0.1196 -1.4398
H -1.5123 0.0307 0.2673
H -1.1605 -1.8383 0.1833
H -1.1694 -0.9111 -1.1859
H 0.6717 -1.0232 2.1665
H -0.0460 0.4528 1.5964
H 2.9412 0.2611 1.4428
H 1.8420 1.4482 2.2599
H 0.8230 2.2811 0.2416
H 2.4701 2.1189 -0.2713
H -3.5332 -1.0096 -1.9103
H -4.6724 -2.0207 -1.9834
O -3.7073 -1.9524 -2.0689
*
```

LUMO level (spin up / spin down) ... 3.38 / 3.31 eV
E_HOMO (spin up / spin down) ... 1.158 / -5.223 eV
Gap between HOMO and LUMO (spin up / spin down) ... 2.22 / 8.54 eV

---

The winner here is b, beating the second structure by 0.728 eV.

---

a.
# C54H55AsBrIN9O6PSn

C54H55AsBrIN9O6PSn as an isolated structure (ωB97M-V/def2-TZVPD, the Open Molecules 2025 dataset).

```
! RIJCOSX wB97M-V def2-TZVPD def2/J DEFGRID3
* xyz 2 1
Sn -0.2218 -0.1299 -0.1203
O 3.4397 -1.4906 -2.3147
C 2.4858 -0.7358 -1.6567
O 1.3310 -1.3171 -1.4473
C 3.1608 -0.1850 -0.3881
C 4.5373 -0.0238 -0.2719
C 5.0555 0.3040 0.9656
C 4.1991 0.4362 2.0518
C 2.8453 0.2751 1.8424
N 2.3431 0.0010 0.6359
C 1.8037 0.2637 2.9251
O 2.1526 0.5808 4.1608
O 0.6638 -0.0733 2.6949
H 2.9829 -2.0466 -2.9586
H 5.1701 -0.1668 -1.1356
H 6.1218 0.4272 1.0991
H 4.6132 0.6264 3.0339
H 3.0885 0.8077 4.2373
C -0.8929 4.5062 0.2184
C -2.2147 4.9256 0.8416
As -3.1525 6.4492 -0.0326
C -2.7227 6.0150 -1.8964
C -1.4693 6.1926 -2.4801
C -1.2373 5.7896 -3.7877
C -2.2558 5.2082 -4.5338
C -3.5140 5.0464 -3.9724
C -3.7430 5.4546 -2.6632
C -1.8270 7.8354 0.3115
C -1.7345 8.9081 -0.5740
C -0.8558 9.9518 -0.3277
C -0.0653 9.9425 0.8138
C -0.1685 8.8912 1.7120
C -1.0483 7.8449 1.4647
P -0.1196 3.0170 1.0278
C 1.6218 3.3156 0.5396
C 1.8907 3.2576 -0.8316
C 3.1763 3.4519 -1.3108
C 4.2173 3.6986 -0.4245
C 3.9652 3.7371 0.9385
C 2.6767 3.5383 1.4214
C -0.2317 3.5277 2.7805
C 0.2374 4.7696 3.2162
C 0.0412 5.1730 4.5273
C -0.6350 4.3474 5.4183
C -1.1132 3.1177 4.9942
C -0.9152 2.7126 3.6800
H -0.1829 5.3340 0.2892
H -0.9984 4.2588 -0.8394
H -2.0573 5.2233 1.8790
H -2.9245 4.1077 0.8815
H -0.6691 6.6535 -1.9139
H -0.2605 5.9389 -4.2303
H -2.0740 4.9094 -5.5584
H -4.3260 4.6393 -4.5638
H -4.7432 5.3759 -2.2450
H -2.3520 8.9304 -1.4650
H -0.7917 10.7776 -1.0242
H 0.6209 10.7566 1.0063
H 0.4300 8.8877 2.6146
H -1.1265 7.0446 2.1904
H 1.0803 3.0622 -1.5284
H 3.3687 3.4099 -2.3754
H 5.2204 3.8614 -0.7967
H 4.7741 3.9295 1.6322
H 2.4980 3.5698 2.4887
H 0.7512 5.4314 2.5284
H 0.4122 6.1356 4.8558
H -0.7923 4.6679 6.4400
H -1.6358 2.4719 5.6884
H -1.2786 1.7478 3.3481
N -1.9139 1.5413 -4.5302
C -0.8969 1.3964 -3.6586
O -0.9801 1.7736 -2.4795
C 0.3064 0.7433 -4.1773
C 1.3691 0.6373 -3.3523
N 2.2799 0.5412 -2.6090
C 0.3089 0.1150 -5.4539
N 0.2518 -0.4464 -6.4575
H -2.7278 2.0617 -4.2469
H -1.7823 1.3626 -5.5129
C -3.6680 -3.3266 -2.7382
C -3.0761 -2.1180 -1.9762
N -1.6365 -2.2972 -1.7956
C -1.3907 -3.4082 -0.8667
C -2.1804 -4.6576 -1.3089
N -2.6304 -4.4126 -2.7210
C -1.4523 -4.0086 -3.5634
C -1.0130 -2.6074 -3.0853
H -3.8800 -3.1011 -3.7820
H -4.5722 -3.7155 -2.2742
H -3.5291 -2.0079 -0.9924
H -3.2615 -1.1997 -2.5321
H -1.6845 -3.1115 0.1376
H -0.3201 -3.6049 -0.8635
H -3.0731 -4.8286 -0.7095
H -1.5730 -5.5608 -1.2960
H -3.0370 -5.2655 -3.0995
H -1.7609 -4.0206 -4.6069
H -0.6805 -4.7625 -3.4187
H -1.3068 -1.8470 -3.8102
H 0.0662 -2.5567 -2.9610
C -3.9492 -0.6749 3.3655
N -3.9679 0.0497 2.0917
C -4.8557 1.0533 1.8715
C -4.8445 1.7807 0.7341
C -3.8073 1.4895 -0.1987
N -2.9686 0.4805 -0.0060
C -3.0490 -0.2814 1.1070
O -2.2998 -1.2620 1.2555
N -3.6353 2.2033 -1.3212
H -4.6608 -1.4994 3.3537
H -4.2020 0.0131 4.1685
H -2.9520 -1.0743 3.5196
H -5.5694 1.2355 2.6639
H -5.5494 2.5818 0.5681
H -4.1089 3.0854 -1.4280
H -2.7268 2.0921 -1.7642
Br 0.7825 -3.3163 4.4925
C 0.8234 -4.9908 3.6191
C 0.3875 -6.0999 4.3312
C 0.3801 -7.3498 3.7342
C 0.8088 -7.4952 2.4237
C 1.2465 -6.3888 1.7130
C 1.2568 -5.1315 2.3061
I 1.9279 -3.5214 1.1424
H 0.0604 -5.9777 5.3543
H 0.0443 -8.2090 4.2989
H 0.8161 -8.4704 1.9553
H 1.6069 -6.5022 0.6988
*
```

LUMO level ... -4.69 eV
E_HOMO ... -11.749 eV
Gap between HOMO and LUMO ... 7.06 eV

---

b.
# C54H55AsBrIN9O6PSn

C54H55AsBrIN9O6PSn as an isolated structure (ωB97M-V/def2-TZVPD, the Open Molecules 2025 dataset).

```
! RIJCOSX wB97M-V def2-TZVPD def2/J DEFGRID3
* xyz 2 1
Sn 1.1185 -0.8334 0.7059
O 2.5247 2.1503 -2.5252
C 2.1826 1.4251 -1.4761
O 1.4713 0.4449 -1.5445
C 2.7384 1.9502 -0.1971
C 3.5003 3.1114 -0.1580
C 4.0114 3.5173 1.0609
C 3.7836 2.7324 2.1836
C 3.0048 1.5908 2.0541
N 2.4781 1.2312 0.8853
C 2.8331 0.5669 3.1555
O 3.2463 0.8543 4.3757
O 2.4575 -0.5491 2.8870
H 2.1654 1.7655 -3.3373
H 3.6801 3.6601 -1.0700
H 4.6024 4.4203 1.1299
H 4.2472 3.0028 3.1225
H 3.4086 1.7896 4.5396
C -1.7607 0.8440 -2.2938
C -3.0272 1.6552 -2.5152
As -3.2428 2.1750 -4.4223
C -1.7033 3.3977 -4.4432
C -1.6459 4.5241 -3.6266
C -0.5567 5.3802 -3.6812
C 0.4967 5.1148 -4.5469
C 0.4526 3.9935 -5.3626
C -0.6446 3.1428 -5.3111
C -4.6135 3.5411 -4.1491
C -5.5144 3.5203 -3.0902
C -6.4627 4.5255 -2.9547
C -6.5280 5.5520 -3.8836
C -5.6462 5.5688 -4.9561
C -4.6993 4.5670 -5.0888
P -1.2448 0.6438 -0.5070
C -2.7838 -0.0456 0.1755
C -3.9550 0.6624 0.4348
C -5.1211 -0.0191 0.7539
C -5.1322 -1.4039 0.8115
C -3.9626 -2.1148 0.5931
C -2.7990 -1.4357 0.2816
C -1.1037 2.3948 -0.0068
C -1.6815 2.9050 1.1547
C -1.4159 4.2037 1.5654
C -0.5601 5.0113 0.8286
C 0.0134 4.5180 -0.3342
C -0.2592 3.2235 -0.7485
H -0.9161 1.3074 -2.8142
H -1.8749 -0.1649 -2.7002
H -3.0083 2.5719 -1.9228
H -3.8979 1.0711 -2.2263
H -2.4709 4.7490 -2.9590
H -0.5390 6.2667 -3.0591
H 1.3406 5.7909 -4.5997
H 1.2606 3.7954 -6.0558
H -0.6931 2.2784 -5.9648
H -5.4890 2.7167 -2.3629
H -7.1548 4.5040 -2.1227
H -7.2687 6.3333 -3.7775
H -5.6992 6.3615 -5.6908
H -4.0098 4.5830 -5.9261
H -3.9736 1.7424 0.3815
H -6.0279 0.5383 0.9493
H -6.0488 -1.9292 1.0425
H -3.9600 -3.1930 0.6861
H -1.8661 -1.9773 0.1348
H -2.3405 2.2816 1.7445
H -1.8809 4.5890 2.4645
H -0.3608 6.0251 1.1511
H 0.6603 5.1469 -0.9329
H 0.1655 2.8723 -1.6828
N 0.3645 1.8768 3.5406
C -0.3697 0.7173 3.3423
O -0.2690 0.2015 2.1683
C -1.1462 0.2648 4.3993
C -1.1282 0.9693 5.6305
N -1.0807 1.5342 6.6342
C -1.9710 -0.8800 4.3569
N -2.6802 -1.7860 4.4135
H 0.3374 2.4809 2.7302
H 0.1456 2.3626 4.4022
C 2.1798 -4.9090 -2.6413
C 2.2657 -3.8184 -1.5423
N 0.9247 -3.3777 -1.1671
C 0.2266 -2.8568 -2.3414
C 0.0303 -3.9797 -3.3895
N 0.7307 -5.2007 -2.8795
C 0.0891 -5.6639 -1.6101
C 0.1777 -4.4965 -0.5974
H 2.6696 -5.8317 -2.3353
H 2.6223 -4.5814 -3.5806
H 2.8304 -2.9524 -1.8893
H 2.7631 -4.1995 -0.6509
H 0.8129 -2.0312 -2.7459
H -0.7348 -2.4506 -2.0234
H 0.4533 -3.7154 -4.3571
H -1.0206 -4.2270 -3.5303
H 0.6529 -5.9402 -3.5761
H 0.6209 -6.5451 -1.2554
H -0.9414 -5.9452 -1.8188
H 0.6772 -4.8241 0.3128
H -0.8172 -4.1477 -0.3200
C 6.9383 -0.4479 -0.4611
N 6.0486 -1.2733 0.3482
C 6.5269 -2.0608 1.3377
C 5.6990 -2.7904 2.1175
C 4.3010 -2.6711 1.8724
N 3.8286 -1.8928 0.9009
C 4.6697 -1.1892 0.1036
O 4.2720 -0.4897 -0.8259
N 3.4208 -3.3795 2.5951
H 7.9587 -0.8052 -0.3549
H 6.8784 0.5936 -0.1439
H 6.6407 -0.5047 -1.5043
H 7.5988 -2.0716 1.4797
H 6.0713 -3.4291 2.9035
H 3.7267 -3.8972 3.4009
H 2.4430 -3.1360 2.5368
Br 1.6891 -6.3451 4.1932
C 0.2472 -5.7504 5.2744
C 0.0920 -6.3163 6.5295
C -0.9375 -5.8870 7.3523
C -1.8121 -4.9021 6.9224
C -1.6676 -4.3404 5.6632
C -0.6329 -4.7626 4.8445
I -0.4788 -3.8879 2.9411
H 0.7754 -7.0868 6.8577
H -1.0483 -6.3206 8.3367
H -2.6106 -4.5578 7.5650
H -2.3536 -3.5820 5.3093
*
```

LUMO level ... -5.41 eV
E_HOMO ... -11.757 eV
Gap between HOMO and LUMO ... 6.35 eV

---

The winner here is b, beating the second structure by 0.158 eV.

---

a.
# C3H3F2NO

One molecule with the formula C3H3F2NO (ωB97M-V/def2-TZVPD, the Open Molecules 2025 dataset).

```
! RIJCOSX wB97M-V def2-TZVPD def2/J DEFGRID3
* xyz 0 1
N -0.8315 0.6373 -1.1436
C -1.0477 -0.0513 0.0277
O -2.1778 -0.3080 0.4279
C 0.1482 -0.4715 0.7973
F -0.1575 -1.1474 1.9072
C 1.4399 -0.2909 0.5366
F 1.8401 0.3641 -0.5582
H 0.1314 0.9315 -1.4042
H -1.6031 0.9420 -1.7168
H 2.2580 -0.6059 1.1261
*
```

SMILES ... NC(=O)/C(F)=C\F
LUMO level ... 0.53 eV
E_HOMO ... -10.348 eV
Gap between HOMO and LUMO ... 10.88 eV

---

b.
# C3H3F2NO

C3H3F2NO as an isolated structure (ωB97M-V/def2-TZVPD, the Open Molecules 2025 dataset).

```
! RIJCOSX wB97M-V def2-TZVPD def2/J DEFGRID3
* xyz 0 1
C 1.3872 0.6583 0.4455
C 0.0856 0.9069 0.0791
C -0.9082 -1.3305 -0.6583
H -0.2203 1.9449 0.4506
H -1.8847 0.4396 -0.0158
H -2.0733 -1.9646 -0.3273
N -0.8801 0.0039 -0.2637
O 0.2070 -1.8495 -1.1310
F 2.2054 -0.5066 0.5032
F 2.0814 1.6976 0.9177
*
```

LUMO level ... 0.26 eV
E_HOMO ... -8.999 eV
Gap between HOMO and LUMO ... 9.26 eV

---

The winner here is a, beating the second structure by 2.494 eV.